Record 1
{
  "formula": "C4H22N3O4",
  "method": "ωB97M-V/def2-TZVPD",
  "species": ["N", "C", "C", "C", "N", "C", "N", "H", "H", "H", "H", "H", "H", "H", "H", "H", "H", "H", "H", "H", "H", "H", "H", "O", "H", "H", "O", "H", "H", "O", "H", "H", "O"],
  "xyz": [[-0.6278, 0.5448, -1.0354], [0.1867, -0.2151, -0.0217], [1.4211, 0.5744, 0.3536], [1.1220, 1.9690, 0.9352], [0.0847, 2.0504, 1.9600], [0.4916, -1.5821, -0.6258], [-0.7405, -2.3985, -0.6211], [-0.0246, 0.8702, -1.8054], [-1.4083, -0.0031, -1.3885], [-1.0669, 1.3551, -0.5717], [-0.4847, -0.3670, 0.8209], [2.0747, 0.6597, -0.5211], [1.9884, -0.0151, 1.0728], [0.8849, 2.7012, 0.1591], [2.0342, 2.3517, 1.3948], [-0.8398, 1.8064, 1.6178], [0.3309, 1.5328, 2.7986], [0.8879, -1.4722, -1.6356], [1.2839, -2.0648, -0.0504], [-0.6515, -3.1146, 0.0768], [-0.8649, -2.8975, -1.4860], [-2.3571, -1.7667, 0.2954], [-3.7214, -1.7131, 1.0729], [-2.9631, -1.2003, 0.8351], [2.8448, -2.2481, 2.5780], [3.4981, -2.8741, 1.3438], [2.7977, -2.2905, 1.6400], [1.4170, 1.3237, -3.8262], [0.5993, 2.5809, -3.4985], [0.8528, 1.7300, -3.1429], [-3.3219, 2.1043, 0.6000], [-2.9898, 0.5808, 0.4932], [-2.7384, 1.4876, 0.1824]],
  "forces_ev_per_a": [[0.45, 0.45, 0.42], [0.05, -0.48, -0.39], [-0.03, 0.24, -0.02], [-0.01, 0.18, 0.43], [0.18, -0.09, -0.23], [-0.01, -0.16, 0.31], [0.05, 0.23, -0.24], [-0.13, 0.04, -0.19], [0.00, -0.21, -0.06], [-0.15, -0.12, -0.21], [0.10, 0.09, 0.19], [-0.01, 0.10, -0.04], [-0.11, -0.09, 0.08], [-0.09, -0.14, -0.15], [0.09, -0.05, -0.13], [0.15, -0.05, 0.31], [-0.26, 0.04, -0.22], [-0.11, 0.06, -0.14], [-0.11, 0.17, 0.08], [0.02, -0.31, 0.38], [-0.01, -0.07, -0.31], [-0.37, 0.34, 0.25], [-0.69, -0.51, 0.18], [1.09, 0.31, -0.52], [0.21, -0.08, 1.21], [0.19, -0.11, 0.13], [-0.36, 0.13, -1.28], [-0.31, 0.25, 0.40], [-0.10, 0.36, -0.12], [0.46, -0.62, -0.31], [-0.55, 0.55, 0.37], [0.03, 0.48, -0.10], [0.33, -0.96, -0.04]],
  "charge": 1,
  "homo_lumo_gap_ev": 9.57,
  "lumo_ev": -2.50
}

Record 2
{
  "formula": "C28H91N5O15",
  "method": "ωB97M-V/def2-TZVPD",
  "species": ["O", "H", "H", "O", "H", "H", "O", "H", "H", "O", "H", "H", "O", "H", "H", "O", "H", "H", "C", "C", "O", "H", "H", "H", "H", "H", "H", "C", "C", "O", "H", "H", "H", "H", "H", "H", "C", "C", "O", "H", "H", "H", "H", "H", "H", "C", "C", "O", "H", "H", "H", "H", "H", "H", "C", "C", "C", "O", "C", "N", "H", "H", "H", "H", "H", "H", "H", "H", "H", "H", "H", "C", "C", "C", "O", "C", "N", "H", "H", "H", "H", "H", "H", "H", "H", "H", "H", "H", "C", "C", "C", "O", "C", "N", "H", "H", "H", "H", "H", "H", "H", "H", "H", "H", "H", "C", "C", "C", "O", "C", "N", "H", "H", "H", "H", "H", "H", "H", "H", "H", "H", "H", "C", "C", "C", "O", "C", "N", "H", "H", "H", "H", "H", "H", "H", "H", "H", "H", "H"],
  "xyz": [[5.1683, 4.2213, 2.3581], [5.4751, 4.8755, 2.9859], [4.7744, 4.7330, 1.6515], [2.5174, -1.5942, 1.3500], [2.1239, -1.9222, 0.5414], [2.4472, -0.6420, 1.2820], [-4.1779, 0.8650, 2.0842], [-3.4381, 1.3874, 1.7742], [-4.1757, 0.0894, 1.5233], [2.2884, 5.4854, 0.0050], [3.0985, 5.1268, -0.3576], [2.0497, 4.8784, 0.7055], [3.1085, -0.9108, 3.8518], [2.7854, -1.2356, 3.0113], [3.4244, -0.0273, 3.6623], [-1.7845, 4.4488, -0.5734], [-2.4728, 4.9615, -0.9974], [-1.6050, 4.9164, 0.2423], [-3.5830, -3.2145, -2.3253], [-2.9588, -2.4518, -1.1660], [-2.0192, -1.5252, -1.6367], [-4.1751, -4.0339, -1.9179], [-2.8358, -3.7481, -2.9126], [-4.1223, -2.4855, -2.9302], [-2.5744, -3.2705, -0.5576], [-3.7982, -1.9575, -0.6771], [-2.3364, -1.1306, -2.4524], [3.0470, 2.3459, 5.5773], [4.4640, 2.2918, 5.1384], [4.2892, 1.4930, 3.9969], [2.9299, 3.0727, 6.3811], [2.7017, 1.3676, 5.9116], [2.4157, 2.5471, 4.7118], [5.2142, 1.9026, 5.8267], [4.6639, 3.3508, 4.9751], [4.6210, 2.0359, 3.2780], [-3.7988, -3.3797, 4.4849], [-4.0090, -2.6063, 3.1641], [-3.9526, -3.5297, 2.1241], [-4.5626, -4.1226, 4.7143], [-3.7104, -2.6019, 5.2434], [-2.8075, -3.8304, 4.5328], [-3.0780, -2.0637, 3.0003], [-5.0106, -2.1763, 3.1721], [-3.0278, -3.6978, 1.9292], [6.4415, -0.4989, -0.4318], [7.9210, -0.8876, -0.3007], [8.2539, -1.5125, -1.5077], [6.1741, -0.1080, 0.5500], [5.8045, -1.3243, -0.7497], [6.2467, 0.3762, -1.0516], [8.0977, -1.5573, 0.5409], [8.5359, -0.0182, -0.0679], [7.5678, -2.1611, -1.6814], [-0.7636, -0.0382, 1.3159], [-0.5961, 1.4070, 1.2008], [0.6428, 1.7933, 0.5051], [1.7443, 1.0628, 0.9607], [2.9901, 1.6455, 0.8778], [-1.8187, 1.9488, 0.5514], [0.1193, -0.5436, 1.7071], [-1.0767, -0.5834, 0.4255], [-1.5090, -0.2055, 2.0934], [-0.6028, 1.7399, 2.2388], [0.7948, 2.8575, 0.6853], [0.6173, 1.8311, -0.5840], [3.1183, 2.4325, 1.6210], [3.1783, 2.0311, -0.1242], [3.7628, 0.8936, 1.0375], [-1.9886, 1.5487, -0.3603], [-1.7685, 2.9244, 0.2949], [-2.2255, -8.2516, 0.9735], [-2.5021, -6.9181, 1.5059], [-1.3909, -5.9163, 1.2132], [-1.5943, -4.6402, 1.7952], [-0.5845, -3.6936, 1.5508], [-3.8416, -6.4041, 0.9551], [-2.2385, -8.2235, -0.1161], [-2.9291, -8.9841, 1.3690], [-1.2732, -8.6398, 1.3348], [-2.5814, -7.1092, 2.5761], [-1.3085, -5.8230, 0.1303], [-0.4205, -6.1921, 1.6260], [0.3169, -4.0069, 2.0774], [-0.9351, -2.7757, 2.0228], [-0.3628, -3.3654, 0.5353], [-3.7497, -6.1799, -0.0254], [-3.9485, -5.4581, 1.2922], [4.4399, 2.7801, -3.1712], [5.6452, 3.6515, -3.2213], [6.7846, 3.0128, -4.0940], [7.9200, 3.8474, -4.2341], [8.4788, 4.2849, -3.0007], [5.1459, 4.9638, -3.6613], [3.6778, 3.0650, -2.4459], [4.7848, 1.7858, -2.8875], [3.9596, 2.7995, -4.1494], [6.0485, 3.6603, -2.2087], [6.4358, 2.8225, -5.1090], [6.8711, 1.9994, -3.7020], [8.0066, 3.7442, -2.1805], [8.2070, 5.3027, -2.7212], [9.5455, 4.1943, -2.7958], [5.0044, 4.9716, -4.6613], [5.4931, 5.8748, -3.3975], [-8.7910, -1.5110, 1.6413], [-7.3354, -1.2929, 1.4856], [-7.0251, -0.6869, 0.1587], [-5.6338, -0.6726, -0.0787], [-5.2638, 0.2997, -0.9751], [-6.9509, -0.3958, 2.4726], [-9.4972, -0.8054, 1.2037], [-9.0383, -1.8214, 2.6565], [-9.1586, -2.3564, 1.0597], [-6.8940, -2.2642, 1.7085], [-7.5416, 0.2729, 0.1489], [-7.5136, -1.1946, -0.6730], [-5.7404, 0.1682, -1.9465], [-4.1976, 0.2485, -1.1959], [-5.5059, 1.2983, -0.6113], [-5.9549, -0.4108, 2.3052], [-7.2715, 0.5243, 2.2067], [-3.0511, 1.7648, -5.1762], [-1.7809, 0.9704, -4.6890], [-0.9422, 1.5957, -3.5261], [-0.2028, 2.7241, -3.9626], [0.9261, 3.1470, -3.3549], [-2.2118, -0.3818, -4.3555], [-3.3881, 1.4230, -6.1548], [-2.8630, 2.8292, -5.3168], [-3.8346, 1.5423, -4.4518], [-1.0381, 0.9092, -5.4844], [-0.2158, 0.8439, -3.2176], [-1.5978, 1.8305, -2.6876], [0.8406, 2.8641, -2.3057], [1.1229, 4.2190, -3.3428], [1.7694, 2.5562, -3.7125], [-1.5662, -1.1463, -4.4932], [-3.0129, -0.5621, -4.9436]],
  "forces_ev_per_a": [[-0.01, -0.40, -0.17], [0.12, 0.16, 0.28], [-0.16, 0.19, -0.09], [0.33, -0.54, -0.38], [-0.19, -0.18, -0.14], [-0.49, 0.38, -0.22], [-0.39, 0.04, 0.54], [0.55, 0.31, -0.40], [0.00, -0.28, -0.30], [0.08, 0.24, -0.16], [0.13, -0.11, -0.10], [-0.19, -0.22, 0.27], [-0.17, -0.19, 0.33], [-0.12, -0.57, 0.12], [0.23, 0.32, 0.33], [0.23, 0.38, -0.36], [-0.26, 0.13, -0.19], [0.06, 0.31, 0.25], [0.30, -0.17, 0.14], [-1.37, -1.00, -0.98], [1.12, 0.04, 0.86], [-0.69, 0.35, -0.13], [0.28, 0.34, -0.24], [-0.38, -0.48, -0.29], [0.77, 0.74, 0.61], [0.26, -0.04, 0.58], [-0.21, 0.23, -0.49], [-0.95, -0.31, 1.96], [-1.30, 0.52, 0.50], [2.00, 0.32, -1.73], [-0.46, 0.03, 0.04], [0.05, -0.03, 0.25], [0.10, 0.55, 0.13], [-0.23, -0.23, 0.05], [0.85, -0.06, -0.81], [0.18, -0.23, -0.46], [0.46, 1.25, 0.23], [0.91, -2.21, 1.14], [-1.19, -0.61, -1.68], [-0.04, 0.22, -0.07], [-0.53, -0.11, 0.55], [-0.03, -0.36, -0.44], [-0.70, 1.62, 0.51], [0.50, 0.80, -0.11], [0.10, -0.46, -0.02], [0.44, 0.94, 1.54], [-1.43, -0.07, -0.18], [1.21, 0.02, -0.72], [-0.66, -0.44, 0.28], [0.01, 0.01, 0.26], [0.39, -0.13, -0.64], [-0.31, -0.19, 0.14], [0.19, 0.07, -0.64], [0.11, -0.14, -0.04], [-0.27, -2.53, 0.91], [-1.89, 0.35, -0.50], [1.16, 1.89, -0.59], [-0.13, -1.03, 0.46], [0.60, 0.44, -0.27], [0.33, 0.14, 0.42], [0.18, 0.15, -0.06], [-0.02, 0.31, -0.30], [-0.32, -0.19, -0.15], [0.32, 0.62, -0.06], [0.30, 0.53, 0.50], [-0.42, -0.92, -0.33], [0.02, 0.26, 0.06], [0.02, 0.36, -0.35], [-0.07, -0.13, 0.22], [0.15, -0.84, -0.06], [0.16, 0.03, 0.51], [0.56, -1.44, -0.68], [-1.55, 1.96, 0.18], [0.69, -0.03, 0.25], [-0.80, 0.19, -0.68], [0.15, 0.56, 1.13], [1.38, -0.24, 0.95], [0.04, -0.41, -0.10], [-0.38, 0.19, -0.39], [0.34, 0.20, -0.23], [-0.37, 0.84, 0.25], [0.13, 0.07, -0.33], [0.21, -0.83, -0.20], [0.34, 0.06, -0.20], [0.07, 0.03, 0.25], [-0.22, -0.76, -0.53], [0.34, -0.67, -0.65], [-0.44, 0.19, 0.86], [-0.88, -1.25, -0.61], [-0.46, 2.09, 1.62], [0.43, 1.21, -1.88], [-0.50, -0.88, 0.68], [-0.75, -0.26, 1.84], [2.11, -1.67, -0.62], [0.32, 0.35, 0.06], [-0.21, -0.23, -0.29], [-0.11, -0.52, -0.02], [-0.04, 0.83, -0.02], [-0.10, 0.32, -0.17], [0.70, 0.07, 0.82], [0.26, -0.47, 0.07], [-0.05, 0.52, -0.78], [0.10, -0.26, -1.14], [-0.84, -0.07, -0.43], [0.18, 0.17, 0.87], [-2.27, -1.82, -0.90], [-1.76, -1.04, -0.73], [-0.51, -1.21, -1.30], [-0.14, -0.24, 0.91], [0.38, 0.84, -1.09], [1.93, 0.78, 1.84], [0.33, 1.04, 0.65], [-0.03, 0.65, 0.10], [0.45, -0.64, -0.23], [0.56, -0.01, -0.51], [0.59, 0.70, 0.10], [0.00, -0.53, -0.26], [-0.39, -0.07, -0.24], [0.18, -0.11, 0.38], [0.03, 0.20, 0.09], [0.44, 1.05, 0.98], [0.04, 0.35, 0.24], [1.24, -0.56, 0.46], [0.78, 0.79, -0.63], [-0.04, -0.36, -0.17], [-2.61, 0.73, -2.46], [0.80, -1.35, 2.18], [-0.94, 0.12, 0.49], [0.12, -0.35, 0.02], [0.01, -0.01, 0.47], [-0.16, 0.44, 0.03], [-0.07, 0.28, -0.48], [-0.07, -0.39, 0.25], [0.02, 0.21, 0.25], [0.32, 0.25, 0.54], [-0.35, 0.06, -0.63], [0.51, 0.22, -0.34], [0.44, 0.30, -0.16], [-0.15, -0.39, 0.11]],
  "charge": 1,
  "s2": 0.7558,
  "spin_multiplicity": 2,
  "homo_lumo_gap_ev": [6.40, 1.08],
  "lumo_ev": [-3.56, -8.88]
}

| no. | strongest force on any atom (eV Å⁻¹) | calculated total energy (Eh) |
| --- | --- | --- |
| 1 | 1.3 | -630.63969 |
| 2 | 3.7 | -2523.16274 |